a:
Here is 2 unconnected molecules or ions with the total composition C3H11N3 from OMol25. Energies are from ωB97M-V with the def2-TZVPD basis set.

Values from the calculation:
- structure (SMILES) = C=NN.CCN
- LUMO (Ha) = 0.04285

Structure (ORCA input):
```
! wB97M-V def2-TZVPD RIJCOSX def2/J DEFGRID3
* xyz 0 1
C 1.015 1.527 -0.444
N 2.248 1.113 -0.563
N 2.434 0.213 -1.564
H 0.780 2.311 0.289
H 0.189 1.183 -1.087
H 3.386 0.283 -1.923
H 1.801 0.318 -2.359
C -1.623 0.174 1.372
C -0.664 -0.875 0.837
N -1.183 -1.460 -0.389
H -2.579 -0.269 1.672
H -1.185 0.678 2.240
H -1.826 0.938 0.614
H 0.347 -0.372 0.649
H -0.514 -1.659 1.586
H -2.077 -1.916 -0.217
H -0.548 -2.188 -0.713
*
```



b:
Here is a molecular structure, C3H11N3 from OMol25. Energies are from ωB97M-V with the def2-TZVPD basis set.

Values from the calculation:
- LUMO (Ha) = 0.03954

Structure (ORCA input):
```
! wB97M-V def2-TZVPD RIJCOSX def2/J DEFGRID3
* xyz 0 1
C 1.296 1.388 -0.231
C 1.231 -1.117 -0.352
C 0.605 0.112 0.262
N -1.793 -1.095 0.211
N -1.821 1.203 0.026
N -1.165 0.104 -0.280
H 2.158 1.368 0.494
H 1.704 1.127 -1.232
H 0.599 2.227 -0.248
H 2.275 -1.062 -0.272
H 1.090 -1.180 -1.459
H 0.940 -2.227 -0.023
H 0.399 -0.018 1.289
H -1.548 -1.222 1.268
H -1.379 -1.933 -0.098
H -2.692 1.138 -0.433
H -1.900 1.188 1.078
*
```



c:
Here is a molecular structure, C3H11N3 from OMol25. Energies are from ωB97M-V with the def2-TZVPD basis set.

Values from the calculation:
- LUMO (Ha) = 0.00771

Structure (ORCA input):
```
! wB97M-V def2-TZVPD RIJCOSX def2/J DEFGRID3
* xyz 0 1
C -0.662 1.093 -0.177
C -0.190 -0.175 0.596
C 1.150 -0.224 0.150
H 0.060 2.151 -2.303
H -1.741 1.003 -2.108
H 0.018 1.829 0.288
H -1.507 1.546 0.209
H 0.027 0.103 1.607
H -1.750 -1.734 1.062
H -1.317 -1.283 -0.619
H 1.429 -0.167 -0.970
H 1.279 0.830 0.654
H 1.018 -1.195 1.991
H 1.856 -2.273 0.072
N -0.625 0.988 -1.675
N -1.068 -1.312 0.381
N 2.022 -1.180 0.842
*
```



Decreasing stability: a, b, c



a:
Here is 2 unconnected molecules or ions with the total composition C3H11N3 from OMol25. Energies are from ωB97M-V with the def2-TZVPD basis set.

Values from the calculation:
- structure (SMILES) = C=NC.NCN
- LUMO (Ha) = 0.03708

Structure (ORCA input):
```
! wB97M-V def2-TZVPD RIJCOSX def2/J DEFGRID3
* xyz 0 1
C -1.671 -0.319 -2.284
N -0.658 -0.188 -1.548
C 0.231 0.935 -1.785
H -2.326 -1.156 -2.068
H -1.940 0.397 -3.062
H 0.435 1.406 -0.823
H -0.163 1.680 -2.484
H 1.183 0.558 -2.158
N 0.235 -1.435 1.227
C 1.139 -0.523 1.860
N 0.587 0.780 2.330
H -0.615 -1.555 1.758
H 0.011 -1.143 0.282
H 1.606 -0.975 2.735
H 1.938 -0.231 1.178
H -0.079 1.107 1.644
H 0.086 0.664 3.199
*
```



b:
Here is a single C3H11N3 molecule from OMol25. Energies are from ωB97M-V with the def2-TZVPD basis set.

Values from the calculation:
- structure (SMILES) = NCCNCN
- LUMO (Ha) = 0.04108

Structure (ORCA input):
```
! wB97M-V def2-TZVPD RIJCOSX def2/J DEFGRID3
* xyz 0 1
N -2.262 0.174 0.032
C -1.436 0.795 1.253
C 0.001 0.237 1.165
N 0.559 0.503 -0.173
C 1.464 -0.539 -0.628
N 2.333 -0.341 -1.791
H -1.896 -0.681 -0.341
H -3.307 0.159 0.112
H -1.655 1.897 1.198
H -1.801 0.348 2.169
H -0.084 -0.935 1.091
H 0.579 0.542 2.081
H -0.066 1.012 -0.695
H 2.256 -0.897 0.116
H 0.864 -1.457 -0.822
H 2.678 -1.068 -2.326
H 1.773 0.249 -2.443
*
```



Decreasing stability: a, b



a:
Here is 2 unconnected molecules or ions with the total composition C3H11N3 from OMol25. Energies are from ωB97M-V with the def2-TZVPD basis set.

Values from the calculation:
- structure (SMILES) = C=C(C)N.NN
- LUMO (Ha) = 0.03507

Structure (ORCA input):
```
! wB97M-V def2-TZVPD RIJCOSX def2/J DEFGRID3
* xyz 0 1
C 0.530 -1.439 -0.530
C 1.021 -0.228 -0.253
C 1.828 0.085 0.973
N 0.813 0.879 -1.084
H 0.026 -1.648 -1.459
H 0.760 -2.285 0.091
H 1.939 -0.796 1.599
H 2.818 0.433 0.677
H 1.363 0.885 1.551
H 0.227 0.713 -1.888
H 0.888 1.796 -0.671
N -1.883 0.855 0.594
N -2.568 -0.015 -0.307
H -2.324 0.746 1.504
H -0.820 0.730 0.645
H -2.334 0.280 -1.251
H -2.285 -0.992 -0.193
*
```



b:
Here is 2 unconnected molecules or ions with the total composition C3H11N3 from OMol25. Energies are from ωB97M-V with the def2-TZVPD basis set.

Values from the calculation:
- structure (SMILES) = [H]/N=C/N.CNC
- LUMO (Ha) = 0.04105

Structure (ORCA input):
```
! wB97M-V def2-TZVPD RIJCOSX def2/J DEFGRID3
* xyz 0 1
H -1.060 -1.091 -3.218
N -0.218 -0.824 -3.509
C 0.577 -1.625 -4.150
N 1.866 -1.197 -4.519
H 0.303 -2.657 -4.423
H 2.296 -1.677 -5.232
H 2.260 -0.290 -4.189
C -1.940 1.193 4.041
N -0.667 0.556 3.680
C 0.463 1.566 3.654
H -1.972 2.120 4.406
H -2.554 1.158 3.123
H -2.300 0.622 4.954
H -0.845 -0.158 2.976
H 0.400 2.455 3.131
H 1.241 1.130 2.938
H 0.768 1.836 4.698
*
```



c:
Here is 2 unconnected molecules or ions with the total composition C3H11N3 from OMol25. Energies are from ωB97M-V with the def2-TZVPD basis set.

Values from the calculation:
- LUMO (Ha) = 0.03052

Structure (ORCA input):
```
! wB97M-V def2-TZVPD RIJCOSX def2/J DEFGRID3
* xyz 0 1
C -0.185 0.004 0.568
C -0.832 -1.151 1.266
C 1.767 0.971 -0.481
N 1.033 -0.180 0.021
N -0.735 -0.936 -1.538
N -0.630 1.238 0.899
H 0.731 -0.857 -0.791
H -1.564 1.316 1.263
H -1.394 -1.678 -1.779
H -0.865 -0.244 -2.279
H -0.311 2.033 0.368
H -0.533 -2.080 0.790
H -1.918 -1.073 1.233
H -0.500 -1.164 2.311
H 2.027 1.656 0.330
H 2.694 0.617 -0.927
H 1.217 1.527 -1.255
*
```



Decreasing stability: a, c, b



a:
Here is a single C3H9N3 molecule from OMol25. Energies are from ωB97M-V with the def2-TZVPD basis set.

Values from the calculation:
- structure (SMILES) = Cn1n(C)n1C
- LUMO (Ha) = 0.03293

Structure (ORCA input):
```
! wB97M-V def2-TZVPD RIJCOSX def2/J DEFGRID3
* xyz 0 1
C 0.329 1.306 1.140
N 1.467 0.595 0.602
N 1.317 -0.762 0.179
C 0.162 -1.596 0.450
N 1.383 0.300 -0.749
C 0.185 0.557 -1.472
H 0.395 1.632 2.221
H 0.209 2.253 0.585
H -0.610 0.846 1.114
H 0.312 -1.852 1.538
H -0.836 -1.173 0.132
H 0.258 -2.579 0.074
H 0.228 1.655 -1.741
H 0.183 -0.204 -2.339
H -0.770 0.456 -0.922
*
```



b:
Here is a single C3H9N3 molecule from OMol25. Energies are from ωB97M-V with the def2-TZVPD basis set.

Values from the calculation:
- structure (SMILES) = [H]/N=C(/N)NCC
- LUMO (Ha) = 0.03366

Structure (ORCA input):
```
! wB97M-V def2-TZVPD RIJCOSX def2/J DEFGRID3
* xyz 0 1
H -1.219 2.104 0.134
N -1.099 1.372 -0.649
C 0.086 0.857 -0.547
N 0.905 0.440 -1.588
N 0.511 0.404 0.791
C 0.527 -1.075 1.027
C -0.856 -1.666 0.788
H 1.676 -0.137 -1.285
H 0.915 1.147 -2.293
H -0.109 0.838 1.519
H 0.641 -1.234 2.218
H 1.380 -1.578 0.452
H -0.892 -2.789 0.643
H -1.321 -1.168 -0.128
H -1.822 -1.391 1.252
*
```



Decreasing stability: b, a



a:
Here is a single C3H9N3 molecule from OMol25. Energies are from ωB97M-V with the def2-TZVPD basis set.

Values from the calculation:
- structure (SMILES) = C/C(N)=N\CN
- LUMO (Ha) = 0.04043

Structure (ORCA input):
```
! wB97M-V def2-TZVPD RIJCOSX def2/J DEFGRID3
* xyz 0 1
C 0.552 -1.233 -0.567
C 0.914 0.105 0.025
N 2.271 0.308 0.149
N 0.168 1.033 0.497
C -1.158 0.985 -0.109
N -2.017 -0.047 0.449
H -0.337 -1.627 -0.082
H 0.356 -1.108 -1.632
H 1.352 -1.959 -0.448
H 2.870 -0.496 0.226
H 2.541 1.081 0.737
H -1.187 0.929 -1.206
H -1.451 2.013 0.198
H -2.999 0.167 0.316
H -1.876 -0.151 1.449
*
```



b:
Here is a single C3H9N3 molecule from OMol25. Energies are from ωB97M-V with the def2-TZVPD basis set.

Values from the calculation:
- structure (SMILES) = [H]/N=C(\N)NCC
- LUMO (Ha) = 0.03239

Structure (ORCA input):
```
! wB97M-V def2-TZVPD RIJCOSX def2/J DEFGRID3
* xyz 0 1
H 1.329 0.623 -3.040
N 0.457 0.507 -2.543
C 0.644 0.289 -1.311
N 1.914 0.400 -0.649
N -0.348 -0.217 -0.507
C -0.330 -0.060 0.925
C -1.497 -0.811 1.525
H 1.772 0.968 0.178
H 2.487 0.977 -1.252
H -1.256 -0.019 -0.906
H -0.312 0.981 1.290
H 0.605 -0.461 1.331
H -1.452 -1.057 2.581
H -1.552 -1.785 1.056
H -2.459 -0.336 1.322
*
```



Decreasing stability: b, a